[1]
Entry from OMol25: 2 unconnected molecules or ions with the total composition C23H27Br2F17N4O7S in a non-equilibrium geometry (wB97M-V/def2-TZVPD).

```
81
C23H27Br2F17N4O7S (wB97M-V/def2-TZVPD)
C 1.457 3.506 2.046
C 0.443 3.827 0.968
Br -1.086 4.688 1.873
C -0.152 2.572 0.286
Br -1.075 3.179 -1.342
N 0.829 1.531 0.009
C 1.346 1.238 -1.222
N 2.093 1.993 -2.036
C 2.426 3.377 -1.708
O 3.040 3.376 -0.452
O 4.305 4.026 -0.630
S 2.729 1.335 -3.479
O 3.631 2.289 -4.025
O 3.291 0.052 -3.254
C 1.382 1.140 -4.760
F 0.810 -0.066 -4.677
F 2.057 1.181 -5.916
C 0.298 2.279 -4.791
F -0.863 1.819 -4.317
F 0.708 3.357 -4.116
F 0.099 2.638 -6.067
N 1.096 -0.118 -1.514
C -0.267 -0.425 -1.977
C 1.476 -0.689 -0.244
C 1.257 -2.175 -0.117
C 1.996 -2.979 -1.191
C 2.990 -3.982 -0.673
F 3.456 -4.656 -1.751
F 4.067 -3.401 -0.111
C 2.396 -5.049 0.307
F 1.049 -5.029 0.298
F 2.761 -6.270 -0.122
C 2.902 -4.963 1.760
F 4.183 -5.339 1.819
F 2.812 -3.709 2.242
C 2.122 -5.879 2.753
F 2.766 -5.785 3.932
F 0.878 -5.441 2.944
F 2.142 -7.152 2.379
O 2.945 -0.490 -0.281
C 3.493 -0.587 0.888
N 4.034 -0.723 1.913
C 0.836 0.268 0.781
C -0.478 -0.181 1.393
C -0.791 0.552 2.723
O -1.978 1.298 2.609
C -3.130 0.506 2.539
C -3.918 0.812 1.257
F -5.045 1.459 1.533
F -4.237 -0.314 0.604
F -3.197 1.592 0.420
H 2.001 4.409 2.293
H 2.197 2.789 1.715
H 0.962 3.200 2.956
H 0.774 4.565 0.257
H -0.955 2.232 0.933
H 3.161 3.750 -2.410
H 1.566 4.035 -1.749
H 4.646 4.070 0.269
H -0.913 -0.816 -1.200
H -0.192 -1.200 -2.731
H -0.750 0.421 -2.444
H 1.463 -2.482 0.902
H 0.197 -2.361 -0.252
H 1.278 -3.541 -1.774
H 2.513 -2.347 -1.904
H 1.487 0.467 1.632
H -0.520 -1.241 1.596
H -1.298 0.091 0.737
H 0.021 1.190 3.049
H -0.931 -0.185 3.511
H -3.806 0.694 3.366
H -2.909 -0.557 2.553
C -8.648 0.792 0.694
C -7.940 -0.225 1.630
O -8.436 -0.146 2.870
H -8.506 1.814 1.050
H -8.235 0.728 -0.325
H -9.717 0.586 0.634
H -6.854 -0.008 1.519
H -8.038 -1.216 1.116
```

As for the net charge: 0. The calculation puts the orbital gap at 1.398 eV. The calculation puts the HOMO energy at -4.58 eV. The molar mass is 986.331 g mol⁻¹. The calculation puts the total energy at -241687.7500 eV.

Mulliken population analysis, charges in e, atoms 1 to 8:
1 C -1.4731
2 C 0.4071
3 Br -0.0685
4 C -1.4753
5 Br 0.0543
6 N 1.9756
7 C -2.0378
8 N 0.6013

***

[2]
Entry from OMol25: a molecular structure, C23H27CaN3O3P2S3 in a non-equilibrium geometry (wB97M-V/def2-TZVPD).

```
62
C23H27CaN3O3P2S3 (wB97M-V/def2-TZVPD)
Ca -0.226 1.028 -0.098
C -3.727 3.555 -0.839
C -2.939 2.377 -0.278
O -1.763 2.290 -0.629
C -3.609 1.458 0.620
C -4.947 1.690 0.992
C -5.636 0.859 1.837
C -4.975 -0.266 2.362
C -3.677 -0.530 2.035
C -2.916 0.304 1.145
O -1.718 0.004 0.872
H -3.066 4.105 -1.504
H -4.053 4.211 -0.031
H -4.597 3.206 -1.397
H -5.458 2.564 0.607
H -6.665 1.068 2.104
H -5.506 -0.929 3.038
H -3.165 -1.388 2.452
O 0.084 0.314 -2.005
N 0.160 -0.741 -2.769
C 1.372 -1.054 -3.269
C 1.576 -2.093 -4.142
C 0.471 -2.860 -4.521
C -0.760 -2.561 -3.992
C -0.967 -1.493 -3.084
S -2.469 -1.135 -2.421
H 2.159 -0.394 -2.931
H 2.570 -2.292 -4.517
H 0.584 -3.677 -5.224
H -1.636 -3.135 -4.255
C -0.647 -2.822 1.659
P 0.461 -2.136 0.357
C 0.560 -3.667 -0.687
C 2.078 -2.318 1.257
C 3.207 -1.709 0.425
P 2.817 0.109 0.139
C 3.325 0.699 1.809
C 4.382 0.541 -0.748
H -1.622 -3.009 1.207
H -0.772 -2.070 2.438
H -0.251 -3.750 2.083
H 0.700 -4.560 -0.072
H 1.374 -3.586 -1.408
H -0.374 -3.752 -1.244
H 2.263 -3.372 1.496
H 1.978 -1.769 2.199
H 3.250 -2.191 -0.560
H 4.182 -1.846 0.906
H 4.212 0.160 2.156
H 2.506 0.590 2.521
H 3.556 1.760 1.745
H 5.257 0.207 -0.184
H 4.412 1.624 -0.860
H 4.394 0.082 -1.740
S 0.016 2.247 2.460
C 1.158 3.527 2.196
C 1.392 4.346 3.339
N 1.572 4.981 4.286
C 1.858 3.798 1.044
S 1.744 2.945 -0.474
C 2.839 4.828 1.057
N 3.672 5.629 1.042
```

As for the net charge: -2. The calculation puts the orbital gap at 5.425 eV. The calculation puts the HOMO energy at -1.01 eV. The molar mass is 591.714 g mol⁻¹. The calculation puts the total energy at -104428.1929 eV. The value obtained for the energy above the lowest of the compared OMol25 structures with the same formula, charge and spin is 36.2 kcal/mol.

Mulliken population analysis, charges in e, atoms 1 to 8:
1 Ca 1.3937
2 C -1.7868
3 C 1.2340
4 O -0.8144
5 C 0.5768
6 C -0.6176
7 C -0.8462
8 C -0.4629

***

[3]
Entry from OMol25: a molecular structure, C23H27ClCoN2O5S4Si in a non-equilibrium geometry (wB97M-V/def2-TZVPD).

```
64
C23H27ClCoN2O5S4Si (wB97M-V/def2-TZVPD)
Co -1.426 -0.970 -0.275
O -5.078 -2.000 5.627
C -4.476 -1.818 4.579
S -4.328 -3.006 3.299
C -3.335 -2.067 2.178
C -3.005 -0.828 2.599
S -2.040 0.338 1.731
S -3.611 -0.343 4.183
S -2.894 -2.841 0.684
Cl 4.344 -4.640 -3.072
C 2.813 -3.854 -2.698
C 1.854 -3.686 -3.723
C 0.669 -3.075 -3.454
C 0.329 -2.578 -2.137
O -0.770 -2.003 -1.960
C 1.332 -2.776 -1.124
C 1.172 -2.359 0.247
O 0.248 -1.777 0.776
C 2.552 -3.413 -1.438
H 2.072 -4.046 -4.721
H -0.080 -2.940 -4.224
H 2.038 -2.619 0.887
H 3.289 -3.551 -0.656
C -2.292 2.423 -2.681
Si -3.353 0.858 -2.509
C -3.409 0.103 -4.250
C -5.103 1.471 -2.157
O -2.845 -0.148 -1.414
H -2.750 3.155 -3.357
H -1.292 2.189 -3.071
H -2.167 2.891 -1.699
H -3.722 0.820 -5.018
H -4.102 -0.744 -4.263
H -2.418 -0.282 -4.515
H -5.461 2.190 -2.903
H -5.132 1.945 -1.171
H -5.792 0.621 -2.134
C 2.452 3.298 4.275
C 3.416 2.344 3.587
N 2.808 1.674 2.439
C 2.612 0.225 2.555
C 1.557 -0.160 3.569
C 2.761 2.375 1.289
O 3.279 3.485 1.180
C 2.049 1.771 0.121
C 2.621 1.854 -1.129
C 1.965 1.290 -2.206
C 0.750 0.655 -1.988
N 0.178 0.604 -0.791
C 0.808 1.165 0.241
H 2.929 3.773 5.136
H 1.564 2.766 4.617
H 2.141 4.079 3.581
H 3.738 1.564 4.280
H 4.300 2.884 3.251
H 3.577 -0.214 2.827
H 2.349 -0.181 1.570
H 1.825 0.178 4.575
H 1.449 -1.245 3.589
H 0.582 0.247 3.304
H 3.575 2.355 -1.250
H 2.391 1.318 -3.200
H 0.209 0.153 -2.778
H 0.285 1.100 1.193
```

As for the net charge: -2. The calculation puts the orbital gap (alpha / beta) at 4.496 / 4.511 eV. The calculation puts the HOMO energy (alpha / beta) at -0.57 / -0.59 eV. The molar mass is 662.218 g mol⁻¹. Its spin multiplicity is 4. The calculation puts the total energy at -138881.6077 eV. The value obtained for the energy above the lowest of the compared OMol25 structures with the same formula, charge and spin is 9.0 kcal/mol.

Mulliken population analysis, charges in e, atoms 1 to 8:
1 Co 1.5514
2 O -0.6982
3 C 0.5986
4 S -0.2223
5 C 0.1349
6 C 0.0943
7 S -0.5379
8 S -0.1845

***

[4]
Entry from OMol25: a gas-phase ion, C23H27F6O2Si (charge +1) in a non-equilibrium geometry (wB97M-V/def2-TZVPD).

```
59
C23H27F6O2Si (wB97M-V/def2-TZVPD)
C -1.768 -0.317 1.809
C -0.388 -0.630 1.253
C 0.129 -2.004 1.704
C 0.602 0.225 2.075
O 1.843 -0.141 1.983
Si 3.277 0.594 2.521
C 4.645 -0.145 1.446
C 3.203 2.458 2.308
C 3.290 0.193 4.339
O 0.429 1.302 2.795
C -0.341 2.438 2.105
H -2.449 -1.176 1.704
H -1.786 0.020 2.865
H -2.250 0.470 1.228
H -0.581 -2.776 1.429
H 1.004 -2.211 1.113
H 0.435 -2.005 2.754
H 5.633 0.235 1.763
H 4.669 -1.243 1.508
H 4.505 0.134 0.388
H 4.215 2.881 2.394
H 2.806 2.762 1.335
H 2.599 2.912 3.103
H 4.129 0.676 4.852
H 2.352 0.566 4.768
H 3.350 -0.880 4.520
H -0.564 3.188 2.864
H 0.362 2.821 1.347
H -1.253 2.047 1.648
F 0.304 4.203 -4.724
C 0.440 4.198 -3.371
F 1.733 4.605 -3.089
F -0.358 5.212 -2.878
C 0.173 2.847 -2.719
C 0.696 2.637 -1.451
C 0.426 1.437 -0.801
C -0.424 0.473 -1.342
C -0.615 -0.747 -0.484
C -1.738 -1.647 -0.961
C -2.852 -1.246 -1.743
C -3.610 -2.147 -2.476
C -3.315 -3.502 -2.397
C -4.164 -4.536 -3.142
F -3.708 -5.808 -2.969
F -5.490 -4.617 -2.774
F -4.169 -4.273 -4.496
C -2.319 -3.954 -1.528
C -1.534 -3.026 -0.844
C -0.881 0.693 -2.667
C -0.592 1.865 -3.312
H 1.316 3.374 -0.962
H 0.869 1.246 0.182
H 0.432 -1.283 -0.666
H -3.108 -0.186 -1.886
H -4.416 -1.819 -3.133
H -2.152 -5.003 -1.393
H -0.675 -3.418 -0.303
H -1.427 -0.020 -3.249
H -0.939 2.051 -4.343
```

As for the net charge: +1. The calculation puts the orbital gap at 7.898 eV. The calculation puts the HOMO energy at -12.37 eV. The molar mass is 477.541 g mol⁻¹. The calculation puts the total energy at -52560.8651 eV.

Mulliken population analysis, charges in e, atoms 1 to 8:
1 C -2.1714
2 C 3.4485
3 C -2.3866
4 C -0.9555
5 O -0.0529
6 Si 0.2081
7 C -1.0587
8 C -0.8337